Density functional theory data (wB97M-V/def2-TZVPD) for a single C3H4Cl2 molecule in a non-equilibrium geometry.

Last column: natural (NBO) charge in e.
Cartesian coordinates (Å):
1 C 0.04 0.42 -0.04  -0.57
2 C 1.04 -0.53 0.71  -0.15
3 C -1.10 -0.37 -0.73  -0.15
4 Cl 2.54 -0.80 -0.14  -0.02
5 Cl -2.54 -0.82 0.16  0.00
6 H -0.44 1.09 0.71  0.23
7 H 0.35 1.18 -0.88  0.26
8 H 0.78 -1.48 1.25  0.21
9 H -0.65 -1.08 -1.49  0.19

The spin multiplicity is 1. As for the calculated total energy: -1036.9514 a.u. Its charge is 0. As for the frontier orbital gap (spin up / spin down): 0.31022 / 0.30768 Ha. Its energy above the lowest of the compared OMol25 structures with the same formula, charge and spin is 315.87 kJ/mol. As for the LUMO energy (spin up / spin down): -0.221 / -0.270 eV. The HOMO energy (spin up / spin down) is -8.66 / -8.64 eV.